[1]
A structure of composition C29H71CrFN4O8 at a distorted geometry. Source: the OMol25 dataset; level of theory: ωB97M-V/def2-TZVPD.

Output
Lowest unoccupied orbital energy (alpha / beta): 0.0055 / 0.0053 Eh
Multiplicity: 5
Molecular weight: 674.90 u

CARTESIAN COORDINATES (ANGSTROEM)
Cr 0.68872 -0.89590 0.44636
C -2.15421 2.68468 1.69301
C -0.58519 3.03207 1.52102
C -0.50554 4.53641 1.85575
C -0.48744 4.77164 3.33198
C 0.61600 3.97501 4.04698
C 0.54930 2.41302 3.78004
N 0.32045 2.17966 2.33214
O 0.33402 0.80209 1.91705
C -0.58715 1.70291 4.61075
C 1.86142 1.88149 4.33318
C -0.18285 2.99700 -0.05550
H -2.62515 2.94435 2.64111
H -2.14677 1.59481 1.67752
H -2.82407 3.16048 0.97677
H -1.39704 5.04091 1.48317
H 0.40186 4.95269 1.41822
H -1.45914 4.51399 3.75331
H -0.33038 5.84009 3.47980
H 0.51498 4.16053 5.11632
H 1.62390 4.30837 3.79985
H -0.73955 0.62806 4.51289
H -1.55612 2.13623 4.36293
H -0.44079 1.88069 5.67615
H 2.68603 2.17682 3.68440
H 1.89189 0.79194 4.32651
H 1.99922 2.16229 5.37733
H -0.16008 1.99754 -0.48986
H 0.83222 3.36095 -0.21442
H -0.83894 3.68772 -0.58517
F -0.30447 -0.76113 -1.43216
C -2.83577 0.88118 -4.73215
C -2.41795 2.04885 -3.83699
C -3.52128 2.57934 -2.89815
O -3.10955 3.79707 -2.31067
C -3.87275 4.28502 -1.29379
N -1.21149 1.67717 -3.12205
H -3.35187 0.19173 -4.06401
H -1.97922 0.48951 -5.28078
H -3.51800 1.39363 -5.41043
H -2.19883 2.85711 -4.53470
H -3.61279 1.87951 -2.06750
H -4.43732 2.72814 -3.46986
H -4.51906 5.09974 -1.62031
H -3.25797 4.70176 -0.49600
H -4.55773 3.54307 -0.88341
H -1.00806 2.30911 -2.36088
H -1.25755 0.74924 -2.72593
C 2.19739 -2.54774 3.14653
O 2.15565 -1.54595 2.14728
C 3.43795 -0.87814 2.02863
C 3.53247 0.16200 0.87781
N 2.64211 -0.19110 -0.25028
C 2.58284 0.94494 -1.13854
C 3.86715 1.11448 -1.94367
O 4.25653 -0.12377 -2.44944
C 5.35344 -0.01664 -3.32949
H 3.00396 -3.26253 2.98345
H 1.23119 -3.03837 3.02883
H 2.22239 -2.04906 4.11545
H 4.11798 -1.69663 1.79255
H 3.74117 -0.43108 2.97536
H 4.56761 0.28753 0.56030
H 3.22324 1.13638 1.25605
H 3.24667 -0.64532 -0.91981
H 2.41196 1.87522 -0.59680
H 1.76335 0.84503 -1.85028
H 4.60771 1.52592 -1.25783
H 3.63327 1.80217 -2.75636
H 6.13661 0.61036 -2.90334
H 4.95447 0.37127 -4.26675
H 5.83182 -0.97132 -3.54823
C -3.35880 -3.69435 4.30142
O -2.46805 -2.87024 3.56265
C -3.07417 -2.40264 2.36431
C -2.07023 -1.50211 1.58469
N -0.72893 -2.14990 1.50959
C -0.83589 -3.28399 0.54689
C 0.52274 -3.90070 0.23631
O 1.37918 -2.93374 -0.25067
C 2.66764 -3.42115 -0.38395
H -4.16376 -3.07976 4.70443
H -2.78698 -4.18306 5.09028
H -3.74050 -4.47111 3.63881
H -4.00236 -1.88942 2.61561
H -3.35732 -3.24398 1.73180
H -1.96527 -0.56644 2.13388
H -2.55022 -1.27871 0.63192
H -0.67972 -2.62022 2.40204
H -1.39726 -2.96654 -0.33185
H -1.36676 -4.13202 0.97947
H 0.44264 -4.64319 -0.55767
H 0.95402 -4.41351 1.09604
H 3.08417 -3.74295 0.57053
H 3.35206 -2.76184 -0.91778
H 2.61686 -4.41374 -0.83150
C 1.74792 -3.14109 -3.88951
C 1.76156 -1.67685 -4.33981
O 0.37743 -1.24305 -4.21616
H 2.74314 -3.56837 -4.01237
H 1.11469 -3.72895 -4.55399
H 1.46159 -3.17575 -2.83836
H 2.16901 -1.59272 -5.34728
H 2.36320 -0.95409 -3.78867
H 0.11439 -1.28451 -3.29383
C -1.62262 -3.44248 -2.89501
C -2.68007 -2.37649 -3.22894
O -2.92614 -1.65093 -2.02540
H -2.04922 -4.14283 -2.17694
H -0.69365 -3.06921 -2.46400
H -1.41138 -3.95024 -3.83611
H -3.57639 -2.76693 -3.71087
H -2.28868 -1.65753 -3.94867
H -2.12473 -1.15887 -1.83253

***

[2]
A cluster of 13 separate species, C4H35N3O13 in total at a distorted geometry. Source: the OMol25 dataset; level of theory: ωB97M-V/def2-TZVPD.

Output
ΔE to the lowest compared entry with this formula, charge and spin: 13.8 kcal per mole
Lowest unoccupied orbital energy (alpha / beta): 0.0825 / 0.0810 Eh
Multiplicity: 2
Molecular weight: 333.33 u
Charge: -1

CARTESIAN COORDINATES (ANGSTROEM)
N 1.71665 -0.44240 1.34861
C 0.39665 -0.39824 0.73436
C -0.97062 -0.16110 1.57204
C -2.18513 -0.91753 0.89533
N -2.42997 -0.89058 -0.52191
C 0.44947 0.78237 -0.15882
N 0.18672 0.65421 -1.46723
O 0.72263 1.88679 0.38266
H 1.76986 -1.24379 2.03764
H 1.95969 0.34626 2.00853
H 0.35798 -1.31916 0.11685
H -0.58414 -0.69133 2.41246
H -1.16117 0.81923 1.97149
H -2.18751 -2.00935 1.14255
H -3.05492 -0.47033 1.46229
H -1.96030 0.02470 -0.81166
H -2.09007 -1.62908 -1.12732
H 0.29920 1.45873 -2.08384
H -0.35537 -0.17546 -1.81770
H -2.89278 3.06063 -0.88785
H -2.12106 4.27828 -0.75888
O -2.25607 3.56613 -1.41685
H -1.29838 3.92883 1.30096
H -2.80790 3.71876 1.82809
O -2.23397 4.11909 1.16690
H 2.13258 -4.59257 -1.71042
H 1.05943 -3.62535 -2.03746
O 1.16552 -4.48517 -1.57039
H 4.09008 -2.39465 -1.43997
H 2.77915 -2.31740 -2.19954
O 3.62223 -2.74645 -2.25833
H -0.13212 -2.78847 -3.83224
H 0.41019 -1.45703 -3.45290
O 0.62789 -2.38756 -3.28985
H -4.86958 0.74723 -1.90947
H -4.30351 0.74598 -0.51606
O -5.07038 1.04916 -1.00714
H 0.07793 3.65241 -3.43931
H -1.06416 2.99488 -2.57665
O -0.37487 2.82927 -3.25441
H 0.73461 1.98611 3.89971
H 0.68246 0.43501 4.00444
O 1.10129 1.25793 4.34618
H 3.68621 -1.33758 0.53086
H 5.09566 -1.13559 0.65458
O 4.46292 -1.67730 0.08120
H 0.84401 4.14141 0.20881
H 1.08034 3.65995 1.60067
O 0.58168 4.30703 1.12609
H -0.32942 -2.58818 2.68936
H 0.68537 -3.08434 3.70880
O 0.40026 -2.23857 3.25025
H 0.63891 -3.97648 -0.06836
H -0.70614 -4.39830 0.21051
O -0.11559 -3.72280 0.60405

***

[3]
A structure of composition C5H10NP at a distorted geometry. Source: the OMol25 dataset; level of theory: ωB97M-V/def2-TZVPD.

Output
ΔE to the lowest compared entry with this formula, charge and spin: 62.2 kcal per mole
Lowest unoccupied orbital energy: 0.0323 Eh
Molecular weight: 115.12 u

CARTESIAN COORDINATES (ANGSTROEM)
C -0.36803 -1.76698 0.41427
C -0.78782 -0.69859 1.08516
C 0.45378 -1.36947 -0.76114
C -0.44224 0.65113 0.63770
C -1.37260 1.33276 -0.32211
N 0.94393 -0.03376 -0.60358
P 2.21658 0.17868 0.49379
H -0.44970 -2.87369 0.76550
H -1.35834 -0.59028 1.96371
H 1.30285 -2.13142 -0.79193
H -0.04462 -1.62232 -1.81112
H -0.09731 1.44873 1.26446
H -1.33983 0.75688 -1.20638
H -1.09163 2.28787 -0.63754
H -2.25982 1.50094 0.21857
H 2.98672 -0.91477 0.01068
H 1.65321 -0.67031 1.59522